No. 1
Density functional theory data (wB97M-V/def2-TZVPD) for a gas-phase ion, H3NOPS (charge -1) in a non-equilibrium geometry.

- Relative energy (zero: lowest compared OMol25 entry of this formula, charge and spin): 288.2 kJ/mol
- Kohn-Sham gap: 6.46 eV
- Calculated total energy: -871.254147 Eh
- Lowest unoccupied orbital energy: 4.2 eV
- Total charge: -1

Each line ends with the natural charge from an NBO analysis.
Geometry (Å):
N: -1.1440 -1.4776 0.3240  -0.496
O: -0.7786 -0.3925 -0.5670  -0.717
P: 0.4164 0.4826 0.2156  0.530
S: -0.4513 -1.1253 1.8754  -0.409
H: -2.0666 -1.3144 0.8176  0.344
H: 0.6083 1.2822 -1.0173  -0.160
H: 1.4360 -0.5061 -0.0786  -0.092

Force components x, y, z for each atom (eV/Å):
N -1.6 -1.1 1.3
O -0.9 0.7 0.0
P 1.2 0.7 -0.6
S 0.9 -0.7 1.8
H 0.3 0.2 -2.4
H -0.1 -0.6 -0.1
H 0.2 0.8 0.0



No. 2
Density functional theory data (wB97M-V/def2-TZVPD) for a single H3NOS molecule in a non-equilibrium geometry.

- Relative energy (zero: lowest compared OMol25 entry of this formula, charge and spin): 25.0 kJ/mol
- Kohn-Sham gap: 8.65 eV
- SMILES string: NSO
- Calculated total energy: -529.933326 Eh
- Lowest unoccupied orbital energy: 0.6 eV
- Total charge: 0

Each line ends with the natural charge from an NBO analysis.
Geometry (Å):
N: 0.5248 -0.4097 -0.2822  -1.011
S: -1.1237 -0.7342 0.0499  0.643
O: -1.8122 0.6941 -0.0102  -0.873
H: 0.7519 -0.9704 -1.1082  0.372
H: 0.6336 0.5864 -0.4253  0.385
H: -2.2183 0.9672 -0.8693  0.484

Force components x, y, z for each atom (eV/Å):
N -0.1 -0.8 -0.4
S 0.3 -1.7 0.6
O -1.3 2.3 -0.9
H 0.2 0.9 0.0
H 0.3 0.0 -0.1
H 0.6 -0.6 0.7